Record 1
C52H91BrN13Pd | the ωB97M-V functional and the def2-TZVPD basis

Cartesian coordinates (Å):
Pd: 0.20172 -0.30318 0.00840
Br: 2.13594 -1.01405 1.62338
C: -4.88734 2.24796 -1.03944
C: -4.53841 1.83796 -2.50292
C: -3.06515 2.17325 -2.82114
C: -2.10177 1.36099 -2.02381
N: -1.39015 0.72757 -1.35392
H: -5.83086 1.77124 -0.77374
H: -5.04928 3.29393 -0.77904
H: -4.09056 1.87820 -0.39404
H: -5.26088 2.22969 -3.21893
H: -4.63340 0.75503 -2.58262
H: -2.88888 3.22588 -2.59976
H: -2.78237 2.05742 -3.86743
C: -3.55806 -2.64408 -6.85169
C: -3.84573 -1.17870 -6.45258
C: -4.60158 -0.87465 -5.14883
C: -3.84134 -1.18118 -3.96070
N: -3.23355 -1.44634 -3.00034
H: -2.72788 -3.06718 -6.28610
H: -3.29227 -2.74503 -7.90396
H: -4.48852 -3.16935 -6.63622
H: -4.36391 -0.73567 -7.30305
H: -2.90983 -0.62411 -6.38460
H: -5.56429 -1.37846 -5.23528
H: -4.86731 0.17701 -5.04167
C: 0.03077 -0.83357 -5.64784
C: 1.51718 -1.03828 -5.33276
C: 2.09100 0.09440 -4.43355
C: 1.72014 -0.05123 -3.03480
N: 1.37619 -0.14634 -1.92594
H: -0.35505 -1.55560 -6.36750
H: -0.23189 0.10038 -6.14468
H: -0.58494 -1.00310 -4.76452
H: 2.00253 -0.91994 -6.30154
H: 1.71841 -2.03589 -4.94239
H: 1.66820 1.07641 -4.64570
H: 3.17898 0.13739 -4.38298
C: -0.63729 6.35648 -1.62471
C: 0.77038 6.19052 -2.23992
C: 1.22636 4.71327 -2.34346
C: 0.37619 3.81224 -3.20857
N: -0.31844 3.16378 -3.83422
H: -0.61653 6.12630 -0.55950
H: -1.33930 5.62639 -2.02751
H: -0.89245 7.37644 -1.91225
H: 1.44464 6.67830 -1.53597
H: 0.83834 6.69284 -3.20489
H: 1.17576 4.34324 -1.31944
H: 2.26238 4.68309 -2.68084
C: -0.08058 -4.70803 -3.73779
C: -1.58956 -4.54821 -3.41952
C: -1.77261 -4.37590 -1.87602
C: -1.03572 -3.20097 -1.31366
N: -0.54657 -2.27301 -0.89001
H: 0.39053 -3.72925 -3.64757
H: 0.01456 -4.98639 -4.78735
H: 0.44148 -5.47703 -3.16842
H: -2.14025 -5.45044 -3.68563
H: -2.03717 -3.67637 -3.89665
H: -1.53258 -5.23437 -1.24872
H: -2.83699 -4.19705 -1.72365
C: 6.58960 2.65124 3.14783
C: 5.30334 2.08439 3.71045
C: 4.29550 1.77675 2.58206
C: 3.92577 2.97547 1.81638
N: 3.71413 3.91534 1.19713
H: 6.45556 3.65997 2.75720
H: 6.96106 1.94366 2.40658
H: 7.35315 2.64899 3.92570
H: 4.84956 2.76482 4.43099
H: 5.47104 1.17124 4.28153
H: 3.46549 1.41913 3.19140
H: 4.54811 0.94686 1.92209
C: -3.19238 5.83246 1.05883
C: -3.49980 5.87790 2.64119
C: -4.19201 4.55811 3.12433
C: -3.50374 3.24320 2.82530
N: -2.97844 2.25333 2.59320
H: -4.14231 5.98802 0.54742
H: -2.69758 4.91379 0.74372
H: -2.48120 6.63578 0.86648
H: -4.05560 6.75379 2.97585
H: -2.53294 5.92939 3.14183
H: -5.13426 4.50720 2.57872
H: -4.52839 4.58672 4.16072
C: 0.26001 3.09502 4.23807
C: 1.01296 4.16387 3.41643
C: 0.50185 4.31719 1.93169
C: 0.50278 2.99289 1.21315
N: 0.44346 1.96923 0.61358
H: -0.80833 3.03352 4.03080
H: 0.37397 3.26643 5.30846
H: 0.62636 2.10775 3.95662
H: 2.08376 3.96041 3.42596
H: 0.81524 5.13751 3.86480
H: 1.12836 4.97964 1.33441
H: -0.55188 4.59263 1.88835
C: -5.18796 -1.47066 0.67029
C: -5.00256 -0.57698 1.86115
C: -3.80325 -0.94326 2.74048
C: -2.50878 -0.76337 2.07078
N: -1.45210 -0.64070 1.53648
H: -5.99013 -1.07198 0.04928
H: -5.50339 -2.46707 0.97974
H: -4.31039 -1.60405 0.03768
H: -5.87712 -0.62310 2.51009
H: -4.95415 0.46919 1.55902
H: -3.84146 -2.00135 2.99947
H: -3.82743 -0.44217 3.70817
C: 6.15096 -1.14644 -3.40202
C: 6.33771 -0.92377 -1.92450
C: 5.33213 -0.04480 -1.14754
C: 4.89184 1.12447 -1.86464
N: 4.53439 2.06353 -2.47201
H: 5.31121 -1.79777 -3.64426
H: 7.02732 -1.63917 -3.82312
H: 6.06715 -0.20585 -3.94641
H: 7.27624 -0.38148 -1.80976
H: 6.43808 -1.83714 -1.33816
H: 5.75439 0.19975 -0.17286
H: 4.40860 -0.59590 -0.97009
C: -1.49372 -4.91027 3.97628
C: -0.03761 -4.75564 4.28713
C: 0.68812 -4.04857 3.13388
C: 0.46265 -4.71599 1.81846
N: 0.24199 -5.18338 0.78754
H: -2.04434 -5.36372 4.80048
H: -1.50561 -5.62240 3.15116
H: -1.98533 -3.96245 3.75710
H: 0.50499 -5.68866 4.43929
H: 0.04198 -4.22523 5.23604
H: 1.76128 -4.01533 3.32181
H: 0.27670 -3.05479 2.95714
C: -0.80649 -0.89059 5.28075
C: 0.22604 -0.41722 6.35813
C: 0.00753 -1.05546 7.74584
C: -0.16787 -2.50086 7.69940
N: -0.28425 -3.63819 7.68409
H: -0.44093 -0.52650 4.32060
H: -1.76600 -0.44780 5.54793
H: -1.04771 -1.95267 5.23712
H: 0.09286 0.66414 6.39019
H: 1.24356 -0.62074 6.02451
H: -0.86243 -0.65759 8.26831
H: 0.94339 -0.89116 8.27995
C: 4.89090 -5.62631 0.96000
C: 4.08492 -4.46648 0.34304
C: 3.39507 -4.88461 -1.03196
C: 3.10859 -3.74056 -1.90652
N: 2.88594 -2.79969 -2.54818
H: 4.24216 -6.48835 1.11539
H: 5.33152 -5.29108 1.89892
H: 5.67962 -6.03899 0.33094
H: 4.71948 -3.60115 0.15161
H: 3.27269 -3.98418 0.88687
H: 2.44806 -5.40604 -0.89273
H: 4.01822 -5.62970 -1.52654

Net charge: +1
HOMO (alpha / beta) (eV): -10.626 / -10.566
<S²>: 2.01
Maximum force (Eh/bohr): 0.0978
Total energy (hartree): -5449.438660
Multiplicity: 3
Gap between HOMO and LUMO (alpha / beta) (eV): 9.3 / 8.0

Record 2
C20H16BrIN3O2Os | the ωB97M-V functional and the def2-TZVPD basis

Cartesian coordinates (Å):
Os: -0.20442 0.01204 0.48207
O: -0.06492 -1.91086 0.48447
C: 0.94558 -2.67956 0.16337
C: 0.79178 -4.07646 0.25607
C: 1.78858 -4.93766 -0.14453
C: 2.98358 -4.43526 -0.66003
C: 3.18548 -3.07556 -0.71063
C: 2.20028 -2.16146 -0.29583
C: 2.51397 -0.77436 -0.36413
N: 1.72108 0.21664 -0.06313
N: 2.14288 1.47594 -0.20633
C: 1.19868 2.35854 0.03697
O: 0.01148 1.94384 0.37127
C: 1.46178 3.78564 -0.09653
C: 2.75878 4.30564 -0.16893
C: 2.94208 5.66914 -0.27973
C: 1.85168 6.52664 -0.33073
C: 0.56438 6.01354 -0.27943
C: 0.36908 4.65544 -0.15463
H: -0.14712 -4.45316 0.63217
H: 1.63588 -6.00396 -0.06453
H: 3.74648 -5.11236 -1.01193
H: 4.11447 -2.67816 -1.09123
H: 3.51928 -0.52066 -0.68673
H: 3.60668 3.64304 -0.11413
H: 3.93978 6.07704 -0.31533
H: 2.00248 7.59104 -0.41303
H: -0.28752 6.67294 -0.32093
H: -0.62842 4.24604 -0.10783
I: -2.96482 3.53604 1.48117
C: -2.33393 0.15844 0.15217
H: -2.59012 0.66384 -0.77933
H: -2.62902 0.80744 0.98767
Br: -2.08592 -1.14116 2.85957
C: -3.00693 -1.81916 1.35817
C: -3.62652 -3.04786 1.43527
C: -4.21072 -3.59596 0.30787
C: -4.16702 -2.85826 -0.87043
C: -3.58062 -1.61876 -0.87793
N: -2.98372 -1.08686 0.21687
H: -3.64002 -3.55936 2.38207
H: -4.67442 -4.56636 0.34717
H: -4.60163 -3.23616 -1.77963
H: -3.56822 -1.00956 -1.76683

Net charge: +1
HOMO (alpha / beta) (eV): -10.700 / -10.886
<S²>: 6.03
Maximum force (Eh/bohr): 0.0500
Total energy (hartree): -4048.548452
Multiplicity: 5
Gap between HOMO and LUMO (alpha / beta) (eV): 6.9 / 5.3

Record 3
C2H2F2INO2 | the ωB97M-V functional and the def2-TZVPD basis

Cartesian coordinates (Å):
N: 0.81632 -0.05288 -0.48932
C: -0.47097 0.34055 -0.77289
F: -0.59271 0.91193 -1.98712
F: -1.17129 1.20302 0.08382
I: -1.75723 -1.40115 -0.88595
H: 1.56434 0.71189 -0.63225
H: 1.02751 -0.84490 -1.06488
O: 0.03601 -1.41182 1.75893
C: 0.19017 -0.29110 1.86322
O: 0.35783 0.83444 2.12645

HOMO (eV): -9.903
Maximum force (Eh/bohr): 0.0675
Energy relative to the best compared isomer or geometry (same formula, charge and spin) (kcal/mol): 3.82
Total energy (hartree): -780.089491
Gap between HOMO and LUMO (eV): 10.0
SMILES string: NC(F)(F)I.O=C=O

Record 4
C12H18BeN2O6S3 | the ωB97M-V functional and the def2-TZVPD basis

Cartesian coordinates (Å):
Be: 7.25023 7.23870 9.82366
C: 6.31456 7.78733 12.18708
C: 7.62392 6.86343 12.30336
N: 8.48823 7.15170 11.14400
C: 9.48543 8.22604 11.32142
C: 9.01357 9.27894 12.29378
S: 7.88786 10.70758 11.86607
C: 7.05558 10.42621 10.27861
C: 5.75916 9.56206 10.41688
N: 5.98410 8.12558 10.75624
H: 5.48150 7.18323 12.52191
H: 6.40385 8.69081 12.68385
H: 8.23566 6.82969 13.21882
H: 7.33347 5.83732 12.03484
H: 8.96319 6.31043 10.85888
H: 10.38013 7.78230 11.79690
H: 9.74493 8.68311 10.34803
H: 8.66042 8.79938 13.21715
H: 9.96007 9.85193 12.58228
H: 6.69300 11.44806 9.96316
H: 7.83173 10.14539 9.57009
H: 5.09112 9.98007 11.14773
H: 5.30648 9.49523 9.42081
H: 5.15792 7.64970 10.49902
O: 4.90399 4.38125 8.74660
S: 5.56942 5.64199 8.53308
O: 4.68637 6.82907 8.44417
O: 6.64903 5.81006 9.58429
C: 6.37572 5.53251 6.91548
C: 5.83146 4.56912 6.05034
C: 6.27059 4.56122 4.71950
C: 7.40486 5.25474 4.35470
C: 8.02402 6.12742 5.24068
C: 7.47375 6.24562 6.50089
S: 8.54469 7.17642 7.55981
O: 9.27738 6.20714 8.26558
O: 9.30377 8.06501 6.76734
O: 7.67856 7.99804 8.50237
H: 5.05403 3.90501 6.36399
H: 5.79049 3.99721 3.97914
H: 7.67950 5.20653 3.33332
H: 8.96626 6.55884 4.93770

HOMO (eV): -9.221
Maximum force (Eh/bohr): 0.0592
Total energy (hartree): -2238.476101
Gap between HOMO and LUMO (eV): 9.4

Record 5
C19H13Cl2O3RuSTe | the ωB97M-V functional and the def2-TZVPD basis

Cartesian coordinates (Å):
Ru: -0.02543 0.26066 0.48167
Cl: -0.30393 1.67313 -1.46016
C: 0.94400 2.89735 -1.27797
C: 1.08522 3.81535 -2.29672
C: 2.05529 4.79456 -2.15913
C: 2.85137 4.83747 -1.02583
C: 2.68709 3.90024 -0.01970
Cl: 3.69377 3.97677 1.37251
C: 1.71919 2.89047 -0.12491
S: 1.54782 1.69084 1.14929
H: 0.45308 3.76719 -3.17278
H: 2.19016 5.52925 -2.94057
H: 3.61024 5.59905 -0.91280
Te: -0.68798 -0.05900 3.02597
C: -1.87499 1.61654 3.32191
C: -2.03105 2.61050 2.35223
C: -2.85720 3.68845 2.60622
C: -3.52654 3.78058 3.82246
C: -3.36957 2.79469 4.78819
C: -2.54616 1.71016 4.54361
H: -1.49483 2.54630 1.41334
H: -2.98057 4.46084 1.85922
H: -4.17161 4.62693 4.01634
H: -3.89066 2.87033 5.73266
H: -2.42725 0.94066 5.29648
O: 0.25306 -4.40268 2.00165
C: 1.05747 -3.62381 1.28680
C: 2.43914 -3.78561 1.41525
C: 3.31182 -3.00195 0.68947
C: 2.84690 -2.03703 -0.20291
C: 1.48346 -1.86465 -0.34504
C: 0.57145 -2.63481 0.41408
C: -0.88683 -2.33108 0.38186
O: -1.70792 -3.02505 0.95785
O: -1.18605 -1.19064 -0.20332
H: -0.67433 -4.19812 1.74904
H: 2.79851 -4.54639 2.09582
H: 4.37714 -3.15479 0.80202
H: 3.53737 -1.45111 -0.79318
H: 1.09076 -1.23478 -1.14055

Net charge: +1
HOMO (alpha / beta) (eV): -11.717 / -11.646
<S²>: 6.03
Maximum force (Eh/bohr): 0.0100
Energy relative to the best compared isomer or geometry (same formula, charge and spin) (kcal/mol): 4.43
Total energy (hartree): -2638.762022
Multiplicity: 5
Gap between HOMO and LUMO (alpha / beta) (eV): 7.3 / 5.6

Record 6
C2H5S | the ωB97M-V functional and the def2-TZVPD basis

Cartesian coordinates (Å):
C: 0.10075 0.57164 0.58822
C: -0.21751 -0.50126 -0.48153
S: 1.19359 -1.17439 -1.37961
H: 0.49282 1.48659 0.16188
H: 0.79467 0.17105 1.32374
H: -0.85423 0.75819 1.07958
H: -0.77196 0.02527 -1.25964
H: -0.73813 -1.33708 -0.03265

HOMO (alpha / beta) (eV): -9.217 / -8.815
<S²>: 0.75
Maximum force (Eh/bohr): 0.0272
Energy relative to the best compared isomer or geometry (same formula, charge and spin) (kcal/mol): 0.70
Total energy (hartree): -477.334277
Multiplicity: 2
Gap between HOMO and LUMO (alpha / beta) (eV): 10.4 / 7.0